<w>
10
Properties=species:S:1:pos:R:3 method="wB97M-V/def2-TZVPD" total_charge=0 orbital_gap_ev=8.30 spin_multiplicity=1
O -0.529 2.316 -0.120
C -0.074 1.059 -0.153
C 1.465 0.732 0.201
Cl 2.322 -0.774 -0.358
C -1.010 -0.100 0.361
O -0.587 -0.632 1.460
S -2.208 -0.712 -0.615
H 1.594 0.591 1.202
H 2.147 1.531 -0.257
H -1.242 -1.173 1.820



<x>
10
Properties=species:S:1:pos:R:3 method="wB97M-V/def2-TZVPD" total_charge=0 orbital_gap_ev=9.10 spin_multiplicity=1
O 0.464 -1.992 0.061
C -0.285 -1.136 0.287
S -1.462 -1.016 1.682
C -0.454 0.300 -0.389
O -1.620 0.754 -0.149
C 0.833 1.129 -0.864
Cl 0.456 2.578 -1.626
H -0.938 -2.012 2.599
H 1.276 0.261 -1.533
H 1.729 1.134 -0.068



Relative energies, in hartree, with the most stable structure set to zero: <w> 0.0159; <x> 0.0000.



<w>
7
Properties=species:S:1:pos:R:3 method="wB97M-V/def2-TZVPD" total_charge=0 orbital_gap_ev=10.82 spin_multiplicity=1
C 1.429 -2.153 0.989
O -0.012 0.948 -0.697
F 2.569 -2.531 1.447
F 1.183 -0.946 1.458
F -1.924 1.313 -2.312
F -2.247 1.478 0.104
S -0.998 1.891 -0.990



<x>
7
Properties=species:S:1:pos:R:3 method="wB97M-V/def2-TZVPD" total_charge=0 orbital_gap_ev=11.06 spin_multiplicity=1
C -2.256 -0.456 -0.018
O 2.808 -0.983 0.427
F -2.890 0.240 0.875
F -2.287 0.261 -1.112
F 0.447 -0.279 0.084
F 2.143 1.388 0.171
S 2.035 -0.171 -0.426



Relative energies, in hartree, with the most stable structure set to zero: <w> 0.0084; <x> 0.0000.



<w>
18
Properties=species:S:1:pos:R:3 method="wB97M-V/def2-TZVPD" total_charge=0 orbital_gap_ev=10.06 spin_multiplicity=1
C -1.773 2.344 0.137
N -1.288 1.065 -0.422
C -0.140 0.597 -0.399
N 0.361 -0.520 -1.093
C 0.970 -1.697 -0.467
C 1.906 -1.185 0.591
N 2.634 -0.115 -0.012
N 2.127 1.019 -0.070
O 2.703 2.053 -0.379
O 0.826 1.267 0.341
H -1.008 3.031 0.087
H -2.032 2.086 1.201
H -2.440 2.784 -0.559
H -0.193 -0.532 -1.929
H 1.672 -2.009 -1.298
H 0.146 -2.333 -0.038
H 1.356 -0.875 1.401
H 2.535 -1.819 1.047



<x>
18
Properties=species:S:1:pos:R:3 method="wB97M-V/def2-TZVPD" total_charge=0 orbital_gap_ev=8.80 spin_multiplicity=1
C 2.182 0.892 -0.945
N 1.073 1.195 -0.040
N 0.921 0.222 1.105
C -0.110 0.509 0.094
C -1.495 0.540 0.077
N -2.274 0.834 -1.050
O -2.257 -0.021 1.100
H 3.014 0.857 -0.271
H 1.961 0.030 -1.565
H 2.244 1.850 -1.549
H 0.862 0.928 1.934
H -3.057 1.436 -0.881
H -2.629 0.153 -1.635
H -1.786 0.003 1.868
N 0.008 -2.614 0.935
C 0.540 -2.012 0.052
O 0.831 -1.797 -1.098
H -0.028 -3.004 1.867



Relative energies, in hartree, with the most stable structure set to zero: <w> 0.0350; <x> 0.0000.



<w>
50
Properties=species:S:1:pos:R:3 method="wB97M-V/def2-TZVPD" total_charge=-1 orbital_gap_ev=8.83 spin_multiplicity=1
O 3.183 -2.858 1.905
H 3.187 -1.941 1.786
H 3.029 -3.727 1.464
O -5.153 0.879 -2.197
H -4.145 0.512 -1.933
H -5.591 0.873 -1.362
O -0.263 -3.695 -1.214
H -1.166 -3.307 -1.318
H 0.246 -3.179 -0.565
O -2.892 1.883 0.642
H -3.343 1.310 0.006
H -3.549 2.254 1.255
O 0.469 4.323 -3.306
H -1.037 0.103 -0.365
O -0.186 3.079 -0.901
H -0.197 -1.383 5.034
H -0.983 2.450 -0.761
O 3.628 -4.493 -2.183
H -3.233 -2.350 -0.744
H 4.118 -4.095 -2.908
O -2.172 4.320 -2.742
H -2.507 3.413 -2.652
H -0.583 4.500 -3.197
O -2.326 -2.071 -0.458
H 2.861 -3.970 -1.952
H -0.130 -0.831 0.228
O -2.887 0.170 -1.480
H -2.539 0.552 -2.265
H -2.395 -1.081 -1.019
O -1.309 -3.438 3.161
H -0.570 -3.254 2.528
H 1.997 2.399 -3.422
O -0.090 0.053 -0.113
H 3.660 -0.112 0.791
H 2.059 4.055 1.902
O 2.844 2.351 -3.881
H 3.442 1.794 -3.343
H 0.825 4.146 -4.190
O 2.715 -2.495 5.016
H 3.060 -2.137 4.188
H 2.136 -3.231 4.779
O -1.112 -1.665 5.226
H -0.930 -2.387 5.836
H -1.765 4.133 -1.863
O 2.923 4.302 2.259
H -2.074 -2.804 2.963
H 3.543 3.585 2.308
O 2.778 -0.191 0.463
H 2.263 0.601 0.319
H 0.161 2.655 -1.727



<x>
50
Properties=species:S:1:pos:R:3 method="wB97M-V/def2-TZVPD" total_charge=-1 orbital_gap_ev=9.06 spin_multiplicity=1
O -4.390 -0.242 -1.217
H -3.815 -0.981 -0.964
H -3.804 0.423 -0.814
O 0.276 2.687 1.477
H 0.212 2.671 0.509
H -0.341 1.938 1.549
O -0.479 1.663 -2.778
H -1.095 0.977 -2.497
H 0.022 1.149 -3.424
O -2.337 3.552 -2.525
H -2.191 2.778 -3.054
H -1.494 3.983 -2.392
O 0.987 4.761 3.578
H 1.642 4.070 3.505
O 1.309 0.020 4.530
H 0.302 -5.048 -3.156
H 2.219 0.175 4.289
O -0.738 -1.429 -0.116
H -1.688 -0.323 0.381
H -0.921 -2.047 0.597
O -4.124 -2.651 -3.427
H -4.742 -1.924 -3.384
H 0.212 4.434 4.037
O 0.881 0.375 0.149
H 0.319 -0.586 -0.062
H 0.934 0.597 -0.785
O -0.263 -1.073 -3.116
H -0.713 -1.283 -2.274
H -0.950 -1.342 -3.735
O -2.108 0.624 0.323
H -1.277 1.068 0.137
H 2.752 2.359 3.142
O 3.737 -0.541 0.763
H 3.774 0.057 1.521
H 3.310 -0.001 0.085
O 2.693 1.811 2.360
H 1.750 1.693 2.123
H 0.882 -0.372 3.764
O -2.479 -0.075 3.590
H -1.772 0.144 4.187
H -2.485 -0.011 2.637
O 0.541 -5.461 -2.358
H 0.367 -4.783 -1.695
H -3.351 -2.346 -3.900
O 3.457 -1.237 -2.645
H 3.670 -1.099 -1.714
H 3.618 -2.183 -2.689
O 2.465 -2.659 1.994
H 2.852 -1.905 2.416
H 2.374 -2.408 1.079



Relative energies, in hartree, with the most stable structure set to zero: <w> 0.0562; <x> 0.0000.